Record 1
Below is an isolated molecule of C19H29NO5, with properties calculated with ωB97M-V/def2-TZVPD.

Last column: Löwdin charge in e.
Cartesian coordinates (Å):
O 1.5222 0.2285 -0.8202  0.1347
O 3.6099 -4.0417 0.6429  -0.0909
O -4.6992 4.8017 -1.8883  -0.0598
O -4.4434 3.0206 0.1866  -0.0340
O 1.6317 0.2340 1.4136  -0.0022
N -1.9657 2.1644 -0.3034  -0.1864
C 0.2899 -2.6514 0.2414  -0.2128
C -1.1753 2.1397 0.9150  -0.1588
C -1.2255 -0.0974 -0.8825  -0.1016
C 1.9939 -4.3607 -1.1634  -0.0234
C -3.4802 4.0432 0.0585  -0.3628
C 0.7314 -4.0625 -1.6497  -0.0681
C -4.1473 5.2190 -0.6699  -0.2246
C 4.5339 -4.8764 -0.0104  -0.0891
C -2.2791 3.5137 -0.7424  -0.1388
C 1.5392 -2.9709 0.7408  0.0319
C -1.3180 1.3604 -1.3274  -0.1600
C -0.4864 -0.2428 0.4516  -0.3494
C 3.9464 -0.5052 1.0144  -0.0605
C 3.0017 0.6389 1.3493  -0.1986
C -0.5836 -1.6894 0.9954  -0.0697
C -1.1171 0.7192 1.4669  -0.0986
C 2.4029 -3.8169 0.0475  -0.2657
C -0.1188 -3.2205 -0.9605  -0.0484
C 0.9905 0.0917 0.2508  -0.4649
H 4.1422 -5.8912 -0.1350  0.0953
H -2.1331 0.3817 1.6818  0.1316
H -5.2093 4.0037 -1.6883  0.0891
H -0.1508 2.5113 0.7309  0.1365
H -4.9258 5.6420 -0.0195  0.1222
H -3.9408 2.1887 0.1574  0.0853
H 3.2154 1.0501 2.3386  0.1247
H -0.6999 -0.6607 -1.6532  0.1170
H -0.2804 -1.6781 2.0438  0.1280
H 3.8870 -1.2918 1.7613  0.0719
H -1.4279 4.2042 -0.6478  0.1364
H 4.9647 -0.1274 0.9801  0.0805
H -1.9173 1.4159 -2.2397  0.1281
H -1.1032 -3.0126 -1.3507  0.1104
H 3.0942 1.4259 0.5926  0.1249
H 4.8182 -4.4738 -0.9880  0.0962
H -0.3093 1.7371 -1.5572  0.1281
H 0.4126 -4.4987 -2.5850  0.1058
H 3.6916 -0.9232 0.0442  0.0753
H -1.6275 -2.0055 0.9405  0.1315
H 1.8691 -2.5692 1.6858  0.1233
H -2.5756 3.4746 -1.7937  0.1268
H -3.1616 4.3800 1.0581  0.1375
H -1.6436 2.7949 1.6528  0.1241
H -0.5449 0.7117 2.3948  0.1231
H -3.4112 5.9928 -0.8957  0.1255
H -2.2346 -0.4983 -0.7709  0.1294
H 2.6369 -5.0163 -1.7290  0.1014
H 5.4111 -4.9069 0.6343  0.0925

Atoms 1-3, force components in eV/Å:
O 0.1071 0.0169 -0.0378
O -0.3250 0.2114 0.0885
O -0.2244 -0.2101 -0.3622

## Properties
- SMILES = CCOC(=O)C1(Cc2cccc(OC)c2)CCN(C[C@H](O)CO)CC1
- energy (eV) = -31901.5706
- total charge = 0
- lowest unoccupied orbital energy (eV) = 0.75
- 2S+1 = 1


Record 2
Below is a structure of composition C19H29NO9SV, with properties calculated with ωB97M-V/def2-TZVPD.

Last column: Löwdin charge in e.
Cartesian coordinates (Å):
V 2.8221 -5.3762 2.0996  1.3269
S -1.8530 0.5362 1.2959  0.6440
O -0.9948 1.1927 0.0910  -0.1205
O 1.8093 3.8014 -0.2929  -0.0340
O -1.0845 -0.8811 1.2530  -0.1526
O 2.9748 -4.0540 3.0977  -0.4038
O 2.7165 -6.7102 1.1271  -0.3978
O -1.7544 1.2322 2.5248  -0.1988
O -3.1980 0.2877 0.9276  -0.1890
O 1.4138 1.1552 0.1413  -0.0347
O 0.3759 2.5762 -4.6104  0.0713
N 2.0973 2.7718 -3.1366  0.1411
C -2.8806 -2.8277 -0.2000  -0.0146
C -4.2332 -2.8071 -0.3563  -0.0531
C 0.2825 0.6671 -1.7907  -0.0673
C 2.3174 -1.7605 -0.2810  -0.0151
C -0.1942 2.0616 -2.3125  -0.0512
C 0.0203 -0.9490 0.3262  -0.2592
C -2.7070 -1.0929 -1.8613  -0.0187
C -0.5628 -2.0224 -0.7341  -0.0387
C 1.0792 -0.7614 3.3470  -0.0608
C 1.3107 2.0045 1.2990  -0.1066
C -4.8751 -1.9358 -1.2514  -0.0006
C -2.0517 -1.9409 -0.9532  -0.1626
C -0.2458 4.0778 1.0863  -0.0329
C 1.2478 -1.7057 0.8876  -0.2597
C -4.0707 -1.0835 -2.0243  -0.0368
C 1.9687 -1.0745 2.1094  -0.1979
C 0.2277 0.5057 -0.2357  -0.3799
C 0.7511 2.4847 -3.4588  -0.4945
C 1.1784 3.5143 0.9531  -0.3721
H 2.6948 -1.8383 2.4520  0.0831
H -0.3629 -3.0476 -0.3913  0.1241
H 1.6399 -1.0831 4.2411  0.0822
H -0.6510 3.7269 2.0506  0.0845
H 0.1817 -1.3930 3.3309  0.0799
H 0.5658 1.7020 2.0423  0.0968
H -5.9544 -1.8854 -1.3792  0.1231
H -4.8812 -3.4699 0.2214  0.1216
H 2.3591 2.3828 -2.2325  0.0663
H 3.1771 -1.1462 0.0274  0.0918
H -2.1434 -0.4107 -2.4965  0.1098
H 1.3461 0.5766 -2.0591  0.1174
H 0.8610 0.2990 3.5010  0.0640
H -0.0439 -1.9490 -1.7026  0.1274
H 1.0441 -2.7546 1.1442  0.1166
H 2.5976 -0.2198 1.8272  0.0971
H -0.9463 3.7486 0.3087  0.0727
H 2.7041 2.3233 -3.8184  0.1065
H -4.4942 -0.4025 -2.7629  0.1254
H -0.1736 2.8614 -1.5652  0.1043
H 1.9603 -1.3218 -1.2165  0.0709
H -1.1942 1.9132 -2.7384  0.1222
H -0.2686 5.1778 1.1341  0.0894
H 1.7796 4.0387 1.7220  0.1468
H 2.2855 1.9226 1.8091  0.1348
H 2.7239 -2.7753 -0.4110  0.0799
H -0.2629 -0.0958 -2.3495  0.0936
H 2.0009 4.7462 -0.2784  0.1107
H -2.4327 -3.5124 0.5217  0.1274

Atoms 1-3, force components in eV/Å:
V -0.4404 0.0654 -0.2627
S -0.9129 -0.7035 -0.0751
O -0.3074 -0.2794 1.4349

## Properties
- energy (eV) = -76597.8428
- total charge = +1
- lowest unoccupied orbital energy (eV) = -9.66
- 2S+1 = 1


no.,HOMO-LUMO gap (eV)
1,9.34
2,2.00